No. 1
Here is a 26-piece molecular cluster, C9H71ClO26P overall at a distorted geometry from the OMol25 dataset. Energies are from ωB97M-V/def2-TZVPD.

XYZ file:
```
108
C9H71ClO26P, DFT ωB97M-V/def2-TZVPD
C -0.19632 -5.12898 -0.37859
C -1.30406 -4.37744 0.36021
C -0.91602 -2.90287 0.61359
Cl 0.79107 -2.62527 1.00705
P -1.83884 -2.18103 1.99527
O -1.38125 -0.71384 2.24094
C -2.17206 0.32873 1.51542
C -1.31446 1.36278 0.83410
C -2.28163 2.19413 -0.01276
C -0.11567 0.79813 0.04301
C 1.20956 0.83917 0.84863
C 0.17453 1.56212 -1.24706
H 0.15511 -4.54586 -1.23044
H -0.56724 -6.10051 -0.69929
H 0.66784 -5.32679 0.25031
H -2.14804 -4.32231 -0.33101
H -1.62753 -4.91017 1.25435
H -1.19514 -2.33763 -0.27815
H -3.21686 -2.21090 1.77212
H -1.48576 -2.89072 3.14225
H -2.76002 0.82641 2.28845
H -2.88660 -0.14004 0.83168
H -0.93649 2.02249 1.61454
H -1.74936 3.08405 -0.33913
H -2.60024 1.60500 -0.87092
H -3.15728 2.52810 0.54548
H -0.25186 -0.25545 -0.22001
H 1.87571 0.11180 0.38395
H 1.65404 1.82343 0.71795
H 1.06715 0.59102 1.90204
H 1.00187 1.03183 -1.72236
H 0.56110 2.54888 -1.00789
H -0.63521 1.58273 -1.97122
O -1.58948 4.02315 2.60467
H -1.07813 3.79235 3.38794
H -0.99323 4.60009 2.10848
O 1.15752 4.29591 1.83004
H 1.79022 4.48419 1.12315
H 0.84302 3.40905 1.62548
O 0.94790 -5.80392 -3.60544
H 0.10509 -6.03471 -3.19665
H 1.43715 -5.35208 -2.91119
O 4.54694 1.05127 1.62175
H 3.90830 0.52404 2.11265
H 5.06165 0.39542 1.13145
O 2.01199 6.95675 0.77834
H 2.23835 6.66704 1.66887
H 2.52268 7.76484 0.65222
O 2.65221 3.30217 -1.42387
H 2.46652 3.62182 -2.31271
H 3.57143 3.54953 -1.27270
O 7.05893 2.51602 1.11541
H 7.27213 2.11110 0.26731
H 6.17246 2.20042 1.32949
O -3.48760 -0.01229 -2.11115
H -3.74716 0.02698 -3.03841
H -4.32490 -0.16783 -1.66163
O 1.39316 -1.58672 -2.27587
H 0.81307 -2.03517 -2.90301
H 1.45275 -2.15749 -1.50241
O 1.09245 6.02161 -1.71115
H 0.28564 5.53830 -1.50505
H 1.38484 6.34850 -0.84837
O -5.38720 1.90066 -2.57024
H -4.99461 1.97472 -1.69655
H -5.18700 2.75152 -2.98127
O -3.36792 4.49531 -2.91188
H -2.88102 4.80373 -3.69003
H -2.89023 4.89828 -2.18188
O 9.53398 4.27820 1.16446
H 8.70517 3.88223 1.46307
H 9.94202 4.62364 1.96366
O 2.61382 -3.39247 -5.20989
H 2.47103 -2.62605 -4.64224
H 2.00147 -4.06148 -4.88474
O 4.87097 1.56829 -1.27360
H 4.36450 0.91896 -1.77202
H 4.48597 1.53223 -0.38870
O 2.56456 -5.15894 2.09107
H 1.75440 -4.66290 1.93331
H 2.35082 -5.77940 2.79606
O 1.31372 -0.63565 -4.86714
H 1.59133 -0.67117 -5.79007
H 2.01852 -0.15797 -4.41744
O -0.86432 5.02735 -3.87185
H -0.57618 4.65200 -4.71094
H -0.04109 5.23483 -3.41275
O -3.70481 2.46389 4.55240
H -3.22878 2.21616 5.35153
H -3.12154 3.07950 4.09479
O -2.19389 -5.73376 3.11844
H -2.99378 -6.11946 3.49692
H -1.78544 -5.29556 3.88293
O -1.35966 -6.62520 -5.29095
H -1.34239 -7.24277 -6.02832
H -0.43808 -6.52580 -5.03130
O -6.25893 4.75637 -3.06259
H -6.45495 5.07784 -3.94822
H -5.35376 5.05917 -2.89004
O -1.55923 -5.38966 5.80310
H -2.34074 -5.81862 6.17391
H -1.14519 -4.93590 6.54476
O -3.88577 -7.71770 4.87444
H -3.23359 -8.39222 4.65417
H -4.69017 -8.21362 5.05977
O 0.21256 -1.41851 4.84644
H -0.03572 -1.22386 3.93828
H 1.14099 -1.17176 4.91163
```

Its HOMO-LUMO gap is 0.3382 Eh. For the highest occupied orbital energy, the calculation gives -12.135 eV. The net charge is +1.


No. 2
Here is one molecule with the formula C20H29NO6 from the OMol25 dataset. Energies are from ωB97M-V/def2-TZVPD.

XYZ file:
```
56
C20H29NO6, DFT ωB97M-V/def2-TZVPD
C 0.89579 1.03867 -3.40315
O 1.69410 1.27408 -2.26202
C 1.93575 0.24064 -1.39829
C 1.41836 -1.03623 -1.58718
C 1.62478 -2.03951 -0.65481
C 0.94015 -3.37340 -0.83692
C -0.52371 -3.12320 -0.53846
O -1.08615 -3.39308 0.49073
O -1.09329 -2.50552 -1.57345
C -2.39719 -1.95170 -1.43860
C -2.29098 -0.41530 -1.36431
O -2.27083 0.19545 -2.42192
N -2.23421 0.20656 -0.17158
C -2.29078 1.67153 -0.20412
C -0.92954 2.33805 -0.00765
C -3.34799 2.18123 0.77914
C -3.15190 1.60818 2.17655
C -3.17500 0.08738 2.09462
C -2.11960 -0.45240 1.12198
C -0.70022 -0.36436 1.69754
C 2.37887 -1.78202 0.47961
C 2.93564 -0.52530 0.67113
O 3.70129 -0.17514 1.74168
C 3.92620 -1.13407 2.74368
C 2.71757 0.50533 -0.26340
O 3.26918 1.70924 0.07442
C 3.65181 2.61150 -0.93959
H 0.86017 1.99387 -3.92478
H -0.12198 0.73744 -3.13812
H 1.34627 0.28756 -4.05856
H 0.81079 -1.24639 -2.45077
H 1.32969 -4.11560 -0.14277
H 1.04217 -3.71959 -1.86488
H -2.92431 -2.41335 -0.60123
H -2.91783 -2.17438 -2.37431
H -2.62171 1.91622 -1.22011
H -0.58452 2.28982 1.01895
H -1.00679 3.38489 -0.29231
H -0.18622 1.86839 -0.64363
H -3.30554 3.27085 0.80152
H -4.33639 1.89037 0.41480
H -2.20854 1.95430 2.59862
H -3.95138 1.95418 2.83445
H -2.99852 -0.35531 3.07564
H -4.16325 -0.23114 1.75334
H -2.32232 -1.51440 0.98162
H -0.54002 0.54468 2.26726
H 0.03646 -0.40739 0.90021
H -0.53499 -1.21305 2.35646
H 2.52516 -2.56576 1.20396
H 2.98931 -1.46429 3.20466
H 4.53872 -0.63509 3.49303
H 4.46756 -2.00462 2.35776
H 4.19671 2.10722 -1.74163
H 4.31065 3.32905 -0.45030
H 2.79252 3.13490 -1.36452
```

Its HOMO-LUMO gap is 0.3204 Eh. The SMILES is COc1cc(CC(=O)OCC(=O)N2[C@H](C)CCC[C@@H]2C)cc(OC)c1OC. For the highest occupied orbital energy, the calculation gives -7.944 eV. As for the energy above the lowest of the compared OMol25 structures with the same formula, charge and spin: 0.0 kJ/mol. The net charge is 0.


No. 3
Here is a 2-piece molecular cluster, C5H10N2O2 overall at a distorted geometry from the OMol25 dataset. Energies are from ωB97M-V/def2-TZVPD.

XYZ file:
```
19
C5H10N2O2, DFT ωB97M-V/def2-TZVPD
H 0.43085 -1.47373 1.39770
N -0.12262 -0.84213 1.99540
C -0.97124 -0.20251 1.26914
C -1.95897 0.74110 1.88134
C -1.23900 -0.64634 -0.26503
O -0.80725 -1.71894 -0.63943
H -1.77123 1.75773 1.52925
H -2.97497 0.44045 1.60777
H -1.90732 0.69705 2.97187
H -2.09538 -0.09725 -0.68615
C 2.22918 -0.62368 -0.92444
C 1.42862 0.64492 -0.84500
N 0.38287 0.73181 -1.79234
O 1.69976 1.60485 -0.13948
H 3.15312 -0.44265 -1.47953
H 1.68425 -1.41788 -1.43995
H 2.45490 -0.96240 0.08905
H -0.00378 1.66094 -1.90922
H 0.38821 0.14868 -2.62096
```

Its HOMO-LUMO gap is 0.3628 Eh. The SMILES is [H]/N=C(/C)C=O.CC(N)=O. For the highest occupied orbital energy, the calculation gives -9.705 eV. As for the energy above the lowest of the compared OMol25 structures with the same formula, charge and spin: 177.7 kJ/mol. The net charge is 0.


No. 4
Here is one molecule with the formula C4H9NO2 at a distorted geometry from the OMol25 dataset. Energies are from ωB97M-V/def2-TZVPD.

XYZ file:
```
16
C4H9NO2, DFT ωB97M-V/def2-TZVPD
C -0.00844 1.13734 -0.64425
C -0.44121 -0.00804 0.38670
C 0.40138 -1.23307 0.08419
C -0.38334 0.49193 1.76504
N 0.73185 0.67937 -1.71875
O 1.53084 -0.31485 -1.31602
O -0.38700 -2.14655 -0.61170
H -0.95037 1.58177 -1.00965
H 0.43754 1.93683 0.03522
H -1.43576 -0.37669 -0.00737
H 1.24856 -1.61764 0.49151
H 0.62942 0.83074 1.94222
H -0.78921 -0.16522 2.49096
H -0.88968 1.40046 1.91983
H 0.26651 0.52940 -2.56914
H 0.03892 -2.72580 -1.23879
```

Its HOMO-LUMO gap (spin up / spin down) is 0.2277 / 0.3450 Eh. As for the multiplicity: 3. For the highest occupied orbital energy (spin up / spin down), the calculation gives -5.282 / -10.221 eV. As for the energy above the lowest of the compared OMol25 structures with the same formula, charge and spin: 74.6 kJ/mol. The net charge is 0.


E, record by record: -3143.0173; -1285.6926; -456.4865; -362.8148 a.u.